{"formula": "C18H24BMoN8S3", "method": "the ωB97M-V functional and the def2-TZVPD basis", "symbols": ["Mo", "C", "C", "N", "N", "C", "B", "N", "C", "C", "C", "N", "N", "C", "C", "C", "N", "N", "C", "C", "C", "N", "H", "H", "H", "H", "H", "H", "H", "H", "H", "H", "H", "H", "C", "C", "S", "C", "C", "S", "C", "C", "S", "H", "H", "H", "H", "H", "H", "H", "H", "H", "H", "H", "H"], "positions_angstrom": [[-0.11, -0.17, -0.58], [3.94, -0.69, -1.79], [2.76, 0.00, -1.78], [1.89, -0.54, -0.88], [2.54, -1.62, -0.31], [3.78, -1.70, -0.85], [2.02, -2.36, 0.88], [-0.49, -2.06, -1.03], [-0.78, -3.30, -1.34], [-2.17, -3.48, -1.11], [-2.67, -2.25, -0.66], [-1.66, -1.39, -0.62], [1.16, -1.58, 1.81], [1.15, -1.64, 3.16], [0.30, -0.67, 3.67], [-0.19, -0.02, 2.56], [0.33, -0.55, 1.42], [2.34, -3.68, 1.13], [1.92, -4.59, 2.13], [2.57, -5.74, 1.93], [3.37, -5.52, 0.75], [3.27, -4.32, 0.28], [4.82, -0.49, -2.38], [2.47, 0.87, -2.35], [4.45, -2.48, -0.53], [-0.03, -4.00, -1.69], [-2.73, -4.39, -1.27], [-3.68, -1.98, -0.38], [1.76, -2.36, 3.68], [0.09, -0.47, 4.70], [-0.90, 0.79, 2.53], [1.19, -4.32, 2.88], [2.49, -6.65, 2.50], [4.04, -6.23, 0.27], [0.26, 3.13, -3.61], [0.08, 1.69, -4.07], [-0.76, 0.52, -2.95], [-2.41, 1.21, -2.68], [-2.51, 2.20, -1.53], [-1.69, 1.66, 0.01], [-0.03, 2.38, 0.03], [0.34, 3.62, -0.80], [1.40, 3.33, -2.22], [-0.68, 3.63, -3.41], [0.71, 3.67, -4.44], [1.04, 1.20, -4.29], [-0.52, 1.62, -4.97], [-3.06, 0.35, -2.52], [-2.72, 1.68, -3.61], [-3.55, 2.34, -1.22], [-2.12, 3.19, -1.76], [0.71, 1.59, -0.34], [0.21, 2.49, 1.09], [0.92, 4.27, -0.13], [-0.54, 4.20, -1.08]], "de_lowest_kcal_mol": 8.1, "charge": 4, "max_force_ev_per_a": 5.42, "lumo_ev": [-13.8141, -17.0257], "multiplicity": 2, "homo_ev": [-19.781, -19.778], "orbital_gap_ev": [5.97, 2.75]}

{"formula": "CH2I2S", "method": "the ωB97M-V functional and the def2-TZVPD basis", "symbols": ["C", "S", "I", "I", "H", "H"], "positions_angstrom": [[0.69, 0.85, -0.77], [-1.02, -1.15, 2.28], [0.09, -1.00, -1.41], [0.84, 2.50, -2.04], [0.52, 1.22, 0.27], [-1.12, -2.43, 1.67]], "de_lowest_kcal_mol": 73.3, "max_force_ev_per_a": 1.84, "lumo_ev": [-0.8433, -2.5122], "homo_ev": [-9.762, -8.273], "orbital_gap_ev": [8.92, 5.76]}

{"formula": "C20H36F3N4O3S2", "method": "the ωB97M-V functional and the def2-TZVPD basis", "symbols": ["C", "C", "C", "C", "N", "C", "C", "C", "C", "C", "C", "N", "C", "F", "F", "F", "C", "N", "N", "C", "S", "S", "C", "C", "C", "H", "H", "H", "H", "H", "H", "H", "H", "H", "H", "H", "H", "H", "H", "H", "H", "H", "H", "H", "H", "H", "H", "H", "H", "H", "H", "H", "H", "H", "H", "C", "C", "C", "O", "C", "O", "O", "H", "H", "H", "H", "H", "H"], "positions_angstrom": [[5.04, 0.14, 0.76], [4.12, 1.47, 0.51], [2.61, 1.16, -0.09], [1.39, 1.71, 0.93], [0.28, 0.70, 1.13], [0.44, -0.11, 2.39], [1.90, -0.83, 2.58], [2.11, -2.19, 1.65], [1.10, -3.42, 2.03], [-0.28, -3.48, 1.15], [-0.35, -2.83, -0.35], [-0.99, -3.86, -1.30], [-1.90, -3.11, -2.26], [-3.04, -2.42, -1.55], [-2.36, -3.98, -3.39], [-1.09, -2.01, -2.90], [-1.62, -4.83, -0.34], [-2.84, -5.50, -0.46], [-0.56, -4.95, 0.76], [-1.08, 1.37, 1.26], [-1.39, 2.87, 1.98], [-2.62, 0.43, 0.61], [-3.68, 0.27, 2.19], [-5.13, -0.44, 1.92], [-6.18, 0.52, 1.08], [6.21, 0.34, 0.67], [4.79, -0.73, -0.01], [4.89, -0.36, 1.84], [4.67, 2.18, -0.28], [4.10, 2.10, 1.52], [2.53, 1.78, -1.10], [2.46, 0.03, -0.40], [1.81, 1.96, 2.01], [1.04, 2.73, 0.44], [0.26, 0.62, 3.30], [-0.42, -0.94, 2.39], [1.93, -1.23, 3.71], [2.82, -0.10, 2.50], [3.21, -2.57, 1.92], [2.16, -1.93, 0.49], [0.82, -3.36, 3.19], [1.70, -4.44, 1.91], [-1.14, -3.03, 1.85], [0.63, -2.57, -0.93], [-0.95, -1.83, -0.20], [-3.68, -5.03, -0.01], [-2.90, -6.40, -0.98], [0.29, -5.16, 0.15], [-3.10, -0.33, 3.04], [-3.89, 1.37, 2.59], [-5.65, -0.62, 2.98], [-5.04, -1.52, 1.45], [-6.01, 0.52, -0.08], [-7.27, 0.08, 1.27], [-6.16, 1.59, 1.55], [-0.22, 3.89, -4.01], [0.80, 4.82, -3.39], [1.85, 5.28, -4.36], [2.97, 5.51, -3.52], [2.82, 4.70, -2.43], [3.68, 4.49, -1.60], [1.57, 4.15, -2.41], [-0.99, 3.64, -3.27], [-0.71, 4.35, -4.87], [0.24, 2.95, -4.32], [0.30, 5.67, -2.91], [1.57, 6.20, -4.88], [2.13, 4.52, -5.10]], "charge": 1, "max_force_ev_per_a": 6.24, "lumo_ev": -6.5178, "homo_ev": -10.849, "orbital_gap_ev": 4.33}